(1)
One molecule with the formula C5H8O2 in a non-equilibrium geometry. Source: the Open Molecules 2025 dataset; level of theory: ωB97M-V/def2-TZVPD.

Properties
ΔE to the lowest compared entry with this formula, charge and spin	4.879	eV
Kohn-Sham gap	9.23	eV
SMILES	C=C1[C@@H](O)[C@@]1(C)O
2S+1	1
lowest unoccupied orbital energy	0.61	eV
net charge	0
E_tot	-9404.953	eV

Cartesian coordinates (Å):
O  -0.6631  -0.2891  -1.6438
O  -0.7659  2.0859  -0.3930
C  -0.8197  -1.5807  0.4540
C  2.0972  0.6642  0.4381
C  0.8876  0.2452  0.1314
C  -0.4260  0.9842  0.3943
C  -0.3315  -0.3759  -0.2841
H  -0.6493  -1.4679  1.5310
H  3.0462  0.1401  0.1880
H  -1.8880  -1.6892  0.2654
H  1.3944  1.4642  0.8593
H  -0.8690  1.0471  1.3931
H  0.1303  -0.4806  -2.1559
H  -0.2897  -2.4729  0.1137
H  -0.8535  1.7254  -1.2916

Results of the natural (NBO) charge analysis, in e, for atoms 1 through 4: atom 1 (O): -0.71, atom 2 (O): -0.70, atom 3 (C): -0.61, atom 4 (C): -0.43

(2)
A 3-piece molecular cluster, C21H37F16N2O3PS2 overall in a non-equilibrium geometry. Source: the Open Molecules 2025 dataset; level of theory: ωB97M-V/def2-TZVPD.

Properties
Kohn-Sham gap	8.34	eV
SMILES	CCSC[PH](CCCS)(CNC)C[C@H](O)CN.FC(F)C(F)(F)COC(F)(F)C(F)F.FC(F)C(F)(F)COC(F)(F)C(F)F
2S+1	1
lowest unoccupied orbital energy	0.47	eV
net charge	0
E_tot	-105935.100	eV

Cartesian coordinates (Å):
S  -5.0474  0.3465  0.4340
S  -1.3416  -1.7259  3.7627
P  -0.8228  -0.6264  0.8357
F  -1.9922  8.8536  1.1851
F  -3.9788  7.0079  1.1719
F  3.0282  -4.0505  -8.7684
F  -0.8830  5.8406  4.4560
F  5.2946  -4.6007  -5.5423
F  3.4431  -2.7665  -6.3727
F  5.7992  -5.9523  -3.9383
F  3.2984  -5.5515  -7.2253
F  3.5544  -5.3073  -2.5523
F  1.4099  -2.5833  -7.0332
F  3.1451  -6.1900  -4.4949
F  -3.0435  5.8719  2.7497
F  -0.1363  3.3048  3.6890
F  -0.8470  4.3738  1.9412
F  -1.3039  6.8576  0.6857
F  1.2474  5.5942  4.4985
O  0.3896  6.7709  2.8512
O  2.5289  -1.8284  -0.5922
O  1.8198  -3.9638  -5.3730
N  0.5526  1.8049  0.1114
N  0.4064  -2.6632  -2.0418
C  2.3208  -3.4692  -6.5835
C  2.6050  -3.9156  -4.1664
C  1.9265  2.0603  -0.3465
C  -3.1100  7.0971  2.2100
C  1.4903  -2.3505  0.2689
C  -2.2074  -4.0629  5.0167
C  -4.0939  1.7922  1.1427
C  5.0814  -4.8410  -4.2419
C  -2.6913  -2.5862  4.6987
C  0.9027  -1.2521  1.2259
C  -1.6871  -1.9097  1.9612
C  -0.0344  0.5608  -0.4472
C  2.4854  -4.5659  -7.6421
C  0.1269  4.3470  2.8711
C  -0.6136  7.7956  2.7393
C  -1.7385  0.8125  1.6287
C  -2.6057  1.6650  0.5908
C  0.1876  5.6524  3.6710
C  -1.7565  7.6171  1.7067
C  3.6037  -5.0692  -3.8974
C  0.4810  -3.1404  -0.6325
H  -4.1353  1.7996  2.2496
H  0.8117  0.0317  -0.9657
H  -0.0504  2.5977  -0.0760
H  -2.7925  -1.7515  1.8282
H  -0.7306  0.8455  -1.2862
H  -2.7020  1.1683  -0.3919
H  -1.5026  -1.2555  -0.2785
H  1.5186  -5.0093  -7.8875
H  -4.6164  2.6847  0.7441
H  0.5260  -1.6545  -2.1156
H  -0.0468  8.6575  2.3834
H  -2.4908  0.4954  2.3926
H  -2.5137  -4.7199  4.1735
H  3.0568  -2.9343  -4.0176
H  -0.5664  -2.8169  -2.3115
H  -0.5554  -3.2190  -0.2445
H  -1.0642  1.5039  2.1832
H  2.6967  1.6465  0.3406
H  1.0736  4.1614  2.3599
H  1.0479  -1.6237  2.2679
H  1.5939  -0.3748  1.1429
H  -0.9897  8.0942  3.7184
H  -1.4988  -2.9748  1.6910
H  1.8547  -3.9965  -3.3768
H  -2.9137  -2.0373  5.6343
H  -4.6851  -0.7536  1.1836
H  2.0609  3.1725  -0.3672
H  3.0190  -2.6009  -0.8895
H  -2.6591  -4.3624  5.9854
H  2.1397  1.7047  -1.3820
H  5.4921  -4.0088  -3.6630
H  -1.0979  -4.0884  5.0683
H  2.0053  -3.1122  0.9061
H  -3.5672  -2.6217  4.0075
H  -2.2323  2.7148  0.5230
H  -3.5392  7.7796  2.9487
H  0.8594  -4.1964  -0.6907

Results of the Mulliken charge analysis, in e, for atoms 1 through 4: atom 1 (S): -0.23, atom 2 (S): -0.13, atom 3 (P): 0.95, atom 4 (F): -0.33

(3)
C26H22N5RuSe4 as an isolated structure. Source: the Open Molecules 2025 dataset; level of theory: ωB97M-V/def2-TZVPD.

Properties
ΔE to the lowest compared entry with this formula, charge and spin	0.000	eV
Kohn-Sham gap (spin up / spin down)	7.74 / 6.01	eV
2S+1	5
lowest unoccupied orbital energy (spin up / spin down)	-2.49 / -4.47	eV
net charge	+1
expectation value of S²	6.0411
E_tot	-298733.122	eV

Cartesian coordinates (Å):
Ru  -0.8278  0.2876  -0.5452
Se  -2.3481  3.0625  -2.5344
Se  -2.3633  0.7739  -2.3301
Se  -3.7875  3.6871  -0.7472
Se  -3.6106  2.1102  0.7736
N  -0.6698  0.6513  1.9287
N  -2.0824  -1.2415  0.4190
N  2.7373  -0.7796  1.4200
N  -3.2268  -2.0773  2.1163
N  0.8716  -0.8587  0.2373
C  4.1357  -2.8015  -1.3544
C  -2.3145  -1.1699  1.7061
C  2.9479  -2.8570  -2.1005
C  -1.6829  -0.1578  2.6186
C  -3.9571  -3.7753  -1.5355
C  4.2048  -2.1381  -0.1454
C  0.5380  1.6225  -1.2243
C  1.3375  1.2265  -2.2706
C  0.9182  2.7898  -0.4885
C  -4.5387  -3.8287  0.8266
C  0.0882  3.3744  0.4979
C  2.1499  3.4225  -0.7683
C  -4.6882  -4.3061  -0.4608
C  3.0349  -1.5273  0.2845
C  1.4436  -0.4106  1.3277
C  -3.0537  -2.7488  -1.3572
C  1.7911  -2.2475  -1.6621
C  2.5531  1.8746  -2.5792
C  0.4819  4.4735  1.2084
C  1.8519  -1.5709  -0.4497
C  -2.8983  -2.2587  -0.0649
C  -3.6269  -2.7952  0.9935
C  1.7416  5.0629  0.9675
C  2.9648  2.9343  -1.8232
C  0.7200  0.4192  2.3395
C  2.5470  4.5527  -0.0100
H  3.9037  3.4297  -2.0322
H  -1.2547  -0.6654  3.4904
H  0.8753  -2.2965  -2.2359
H  -0.8795  1.6373  2.0305
H  -2.4923  -2.3398  -2.1893
H  -0.9171  2.9792  0.6392
H  -4.1101  -4.1819  -2.5247
H  3.3665  -0.5473  2.1701
H  -5.1009  -4.2395  1.6511
H  3.4989  5.0146  -0.2337
H  3.1571  1.5188  -3.4016
H  -5.3873  -5.1083  -0.6464
H  -3.5607  -2.1961  3.0576
H  5.1190  -2.1004  0.4276
H  -0.1845  4.9165  1.9354
H  0.7654  -0.0908  3.3100
H  2.0504  5.9307  1.5331
H  1.0500  0.3725  -2.8789
H  2.9434  -3.3934  -3.0374
H  5.0186  -3.2942  -1.7356
H  1.2285  1.3810  2.4560
H  -2.4722  0.4987  3.0014

Results of the natural (NBO) charge analysis, in e, for atoms 1 through 4: atom 1 (Ru): 0.97, atom 2 (Se): 0.02, atom 3 (Se): -0.16, atom 4 (Se): 0.22

(4)
C31H44AuN2OS2Si2 as an isolated structure. Source: the Open Molecules 2025 dataset; level of theory: ωB97M-V/def2-TZVPD.

Properties
ΔE to the lowest compared entry with this formula, charge and spin	0.009	eV
Kohn-Sham gap	6.80	eV
2S+1	1
lowest unoccupied orbital energy	-3.32	eV
net charge	+1
E_tot	-79002.532	eV

Cartesian coordinates (Å):
Au  1.5508  -0.8929  0.2723
S  -0.1968  -2.3110  0.6471
S  3.9405  1.4541  0.2149
Si  -0.2536  0.4425  -2.1161
Si  -1.9069  -3.6556  3.4028
O  3.4642  -0.0013  0.0550
N  -0.6037  1.4738  0.5366
N  1.4958  -1.4730  2.3463
C  -2.1852  3.1134  2.2381
C  2.1482  -1.2830  3.4948
C  -2.3451  1.5993  2.2950
C  0.7940  0.5132  -4.7654
C  -2.3195  -4.1300  5.1581
C  0.4507  -2.4996  4.6413
C  -4.2283  -0.7108  -2.2879
C  0.1594  1.2483  -3.7590
C  -4.1702  -2.0978  -2.3142
C  4.7601  2.1410  -2.2618
C  0.8194  2.4258  -6.2186
C  -1.7723  -1.9891  -2.2296
C  1.1207  1.0911  -5.9829
C  -0.1343  2.5901  -4.0185
C  -0.2479  -2.7197  3.4562
C  0.0933  2.3081  1.5008
C  -0.7115  3.4991  2.0458
C  -3.2054  -2.5083  2.7094
C  -0.5022  1.8560  -0.8634
C  0.3557  -2.1834  2.3203
C  0.1908  3.1751  -5.2354
C  3.5675  2.3293  -1.3343
C  1.6536  -1.7952  4.6735
C  -1.9269  1.0053  0.9559
C  -1.8066  -0.5938  -2.1935
C  1.2214  -0.6689  -1.7218
C  -3.0578  0.0293  -2.2279
C  5.9867  2.2277  -1.3573
C  -1.6909  -5.1680  2.3330
C  5.7047  1.2934  -0.1864
C  -2.9403  -2.7373  -2.2877
H  -0.8233  -2.5131  -2.2029
H  -0.0524  4.2140  -5.4180
H  -1.4088  2.4030  -1.1797
H  1.0331  -0.5331  -4.6030
H  -0.2693  3.8068  2.9968
H  4.7644  2.9037  -3.0392
H  -3.1267  1.1118  -2.2139
H  -2.5956  3.5897  3.1286
H  0.0527  -2.8908  5.5700
H  3.4279  3.3743  -1.0474
H  -0.6309  4.3553  1.3727
H  -1.4869  -4.9056  1.2933
H  2.1529  -0.2460  -2.1058
H  2.6191  1.9454  -1.7103
H  -0.6305  3.1959  -3.2681
H  5.7926  0.2436  -0.4724
H  -3.0140  -2.2471  1.6667
H  0.3049  2.5865  -0.9839
H  -0.8689  -5.7906  2.6910
H  -1.9613  -0.0882  0.9872
H  6.2951  1.4783  0.7079
H  -2.6673  1.3159  0.2074
H  -2.6003  -5.7729  2.3494
H  -3.2726  -4.6627  5.1756
H  -5.0828  -2.6778  -2.3602
H  4.7075  1.1671  -2.7515
H  -2.8893  -3.8183  -2.3135
H  -2.7749  3.4780  1.3919
H  -1.7560  1.1710  3.1132
H  1.0689  2.8785  -7.1694
H  -5.1863  -0.2076  -2.3168
H  -3.2627  -1.5829  3.2865
H  -2.4229  -3.2570  5.8060
H  1.0060  2.6735  1.0293
H  1.1229  -1.6651  -2.1553
H  0.4176  1.6859  2.3424
H  1.6054  0.5009  -6.7499
H  6.1205  3.2527  -1.0051
H  -3.3857  1.3315  2.4855
H  -4.1853  -2.9897  2.7539
H  6.9063  1.9331  -1.8610
H  2.1901  -1.6425  5.5986
H  3.0636  -0.7085  3.4461
H  -1.5691  -4.7942  5.5919

Results of the Mulliken charge analysis, in e, for atoms 1 through 4: atom 1 (Au): 0.89, atom 2 (S): -0.20, atom 3 (S): 0.40, atom 4 (Si): -0.79

(5)
C9H27GeNO2PtSi3Te4 as an isolated structure. Source: the Open Molecules 2025 dataset; level of theory: ωB97M-V/def2-TZVPD.

Properties
ΔE to the lowest compared entry with this formula, charge and spin	0.000	eV
Kohn-Sham gap (spin up / spin down)	5.82 / 4.97	eV
2S+1	6
lowest unoccupied orbital energy (spin up / spin down)	-3.89 / -5.84	eV
net charge	+1
expectation value of S²	8.7817
E_tot	-127916.541	eV

Cartesian coordinates (Å):
Pt  0.5075  0.4667  1.1390
Te  0.3954  -1.6650  2.6926
Te  2.7752  -2.4141  1.7996
Te  4.2010  -0.1969  1.1135
Te  2.6726  1.9386  1.4414
Ge  -1.5142  1.0391  -0.0038
Si  -2.6166  2.1786  2.4262
Si  -3.6073  -0.4129  -0.4915
Si  -1.8476  3.0190  -1.4922
O  -0.7479  0.0294  -1.7572
O  1.1120  -0.4258  -0.8452
N  0.3349  -0.6033  -1.7842
C  -2.5143  0.8497  3.7080
C  -3.5257  -1.6110  0.9198
C  -3.4884  -1.2042  -2.1474
C  -1.2711  3.4446  2.5885
C  -0.2229  3.8802  -1.2583
C  -4.2959  2.9642  2.4272
C  -5.0645  0.7104  -0.4065
C  -3.2467  4.0706  -0.8963
C  -2.1438  2.4229  -3.2159
H  -3.0040  4.5569  0.0500
H  -0.3029  3.0472  2.2766
H  -3.2171  2.3593  -3.4093
H  -3.8013  -0.5099  -2.9289
H  -4.3666  3.6040  3.3151
H  -5.9621  0.0826  -0.3518
H  -3.9770  -2.5597  0.6127
H  -3.4246  4.8590  -1.6357
H  -1.6931  1.4546  -3.4229
H  -3.3015  0.1051  3.5874
H  -1.1841  3.7464  3.6378
H  -5.0525  1.3585  0.4646
H  -0.1221  4.6897  -1.9883
H  -4.4748  3.5888  1.5543
H  -2.4904  -1.5634  -2.3813
H  -2.6332  1.3100  4.6950
H  -4.1755  -2.0571  -2.1470
H  -4.1747  3.5109  -0.7780
H  -5.0922  2.2230  2.5018
H  -2.5014  -1.8160  1.2317
H  -0.1667  4.3093  -0.2556
H  -1.5442  0.3524  3.6889
H  -5.1464  1.3238  -1.3056
H  0.6192  3.1979  -1.3884
H  -4.0822  -1.2255  1.7757
H  -1.7173  3.1524  -3.9106
H  -1.4959  4.3324  1.9941

Results of the natural (NBO) charge analysis, in e, for atoms 1 through 4: atom 1 (Pt): 0.35, atom 2 (Te): -0.01, atom 3 (Te): 0.18, atom 4 (Te): 0.19

(6)
A 3-piece molecular cluster, C4H14N4 overall in a non-equilibrium geometry. Source: the Open Molecules 2025 dataset; level of theory: ωB97M-V/def2-TZVPD.

Properties
ΔE to the lowest compared entry with this formula, charge and spin	5.296	eV
Kohn-Sham gap (spin up / spin down)	7.92 / 7.92	eV
2S+1	1
lowest unoccupied orbital energy (spin up / spin down)	1.02 / 1.02	eV
net charge	0
E_tot	-10330.508	eV

Cartesian coordinates (Å):
N  2.1905  0.4046  0.5951
N  0.9857  -2.0382  0.1522
N  3.0007  1.0307  -0.3595
N  -1.6320  -0.9430  -0.1093
C  -0.3257  1.5585  0.1052
C  -2.8512  -0.1878  -0.2962
C  0.6905  -0.7461  -0.2146
C  -0.0622  0.1604  0.5629
H  0.6963  -2.3111  1.0809
H  -1.3277  1.8716  0.3971
H  0.3970  2.2399  0.5550
H  2.9905  0.5797  -1.2757
H  2.6717  -0.4555  0.8511
H  -2.7577  0.4448  -1.1838
H  0.8052  -2.7429  -0.5453
H  -0.2640  1.6466  -0.9790
H  -1.7440  -1.5487  0.7048
H  -0.1003  -0.0194  1.6346
H  2.7271  2.0001  -0.4612
H  0.7480  -0.5585  -1.2815
H  -3.7064  -0.8544  -0.4810
H  -3.1321  0.4687  0.5480

Results of the natural (NBO) charge analysis, in e, for atoms 1 through 4: atom 1 (N): -0.57, atom 2 (N): -0.82, atom 3 (N): -0.67, atom 4 (N): -0.76